# 1
The following is a quantum chemistry calculation of a structure of composition C29H16Br2N3OPdS2, from the OMol25 dataset.

Structure (XYZ):
```
54
Properties=species:S:1:pos:R:3:lowdin_charge:R:1
Pd -0.17 0.56 0.42 0.845
Br -1.62 1.24 5.19 0.880
C -1.36 2.55 3.89 -0.582
C -1.55 3.88 4.15 -0.147
C -1.33 4.83 3.13 -0.583
Br -1.61 6.61 3.58 0.897
C -0.91 4.49 1.81 -0.181
C -0.68 5.39 0.78 0.011
C -0.26 4.88 -0.45 -0.013
C -0.10 3.54 -0.64 -0.069
N -0.32 2.62 0.34 0.012
C -0.72 3.11 1.55 -0.135
C -0.93 2.13 2.58 -0.349
O -0.75 0.90 2.31 -0.134
H -1.86 4.21 5.13 0.107
H -0.81 6.45 0.93 0.092
H -0.07 5.55 -1.28 0.120
H 0.23 3.16 -1.59 0.086
S -0.47 -5.71 3.70 1.072
C -0.94 -5.54 5.33 -0.398
C -1.16 -4.24 5.66 -0.168
C -0.94 -3.37 4.57 -0.112
C -0.56 -4.02 3.43 -0.486
C -0.25 -3.43 2.12 -0.175
C -0.35 -2.03 1.95 -0.026
N -0.09 -1.44 0.80 -0.007
C 0.29 -2.18 -0.27 -0.148
C 0.41 -3.57 -0.20 -0.122
C 0.81 -4.27 -1.39 0.002
C 1.06 -3.60 -2.54 0.000
C 0.94 -2.17 -2.62 -0.123
C 1.18 -1.43 -3.79 0.042
C 1.04 -0.06 -3.79 -0.179
C 0.64 0.55 -2.58 -0.039
N 0.41 -0.11 -1.46 0.002
C 0.55 -1.47 -1.48 -0.140
C 1.27 0.77 -4.97 -0.486
C 1.18 2.13 -5.09 -0.119
C 1.48 2.60 -6.39 -0.170
C 1.80 1.59 -7.24 -0.397
S 1.74 0.07 -6.47 1.077
C 0.13 -4.18 1.03 0.043
H -1.03 -6.42 5.95 0.073
H -1.47 -3.92 6.64 0.108
H -1.07 -2.30 4.64 0.097
H -0.64 -1.38 2.76 0.101
H 0.90 -5.34 -1.35 0.123
H 1.36 -4.14 -3.43 0.123
H 1.48 -1.95 -4.69 0.109
H 0.52 1.62 -2.53 0.077
H 0.90 2.79 -4.28 0.099
H 1.46 3.64 -6.68 0.108
H 2.07 1.66 -8.28 0.074
H 0.21 -5.26 1.10 0.109
```

Summary:
2S+1: 3
Charge: +1
Frontier orbital gap (spin up / spin down): 0.1930 / 0.1827 Eh

# 2
The following is a quantum chemistry calculation of a structure of composition C29H17I2N2O3RuS5, from the OMol25 dataset.

Structure (XYZ):
```
59
Properties=species:S:1:pos:R:3:lowdin_charge:R:1
Ru -0.13 0.92 0.39 1.017
I -2.13 2.83 1.67 1.005
C -0.99 2.40 3.44 -0.539
C -1.23 3.20 4.54 -0.187
C -0.64 2.88 5.76 -0.117
C 0.10 1.73 5.89 -0.056
C 0.32 0.88 4.78 -0.181
C 0.99 -0.35 4.93 -0.072
C 1.17 -1.17 3.85 -0.092
C 0.79 -0.76 2.57 -0.168
C 0.18 0.46 2.37 -0.312
C -0.17 1.26 3.49 -0.228
H -1.87 4.06 4.45 0.074
H -0.80 3.53 6.61 0.089
H 0.52 1.45 6.84 0.098
H 1.33 -0.64 5.91 0.092
H 1.63 -2.14 3.97 0.093
H 1.00 -1.40 1.73 0.080
O -1.96 -0.20 0.90 -0.242
C -2.91 -0.64 0.18 -0.389
C -3.98 -1.31 0.82 -0.024
C -5.07 -1.79 0.15 -0.130
C -5.15 -1.65 -1.23 -0.150
C -4.11 -1.04 -1.91 -0.075
C -2.99 -0.52 -1.25 -0.086
C -1.98 0.17 -2.02 -0.267
N -1.09 1.06 -1.59 -0.011
C -0.43 1.53 -2.68 -0.164
C -0.90 0.92 -3.80 -0.097
N -1.88 0.06 -3.37 0.099
H -3.90 -1.43 1.89 0.105
H -5.87 -2.28 0.69 0.087
H -6.01 -2.01 -1.77 0.077
H -4.19 -0.95 -2.98 0.090
H 0.34 2.28 -2.60 0.069
H -0.63 1.01 -4.83 0.095
H -2.39 -0.59 -3.95 0.137
S 5.89 4.85 -2.20 0.363
C 4.65 4.05 -1.44 -1.509
S 2.96 4.47 -1.64 0.836
C 2.33 3.27 -0.52 -1.203
C 3.23 2.39 0.03 -1.224
S 2.82 1.18 1.13 0.571
S 4.91 2.62 -0.45 0.850
S 0.69 3.32 -0.09 0.439
I 3.26 -5.43 -5.30 0.737
C 2.58 -3.97 -3.92 -0.712
C 1.69 -4.34 -2.93 -0.168
C 1.24 -3.39 -2.04 -0.014
C 1.68 -2.06 -2.14 -0.101
C 2.59 -1.72 -3.15 -0.007
C 3.04 -2.66 -4.04 -0.163
C 1.13 -1.02 -1.23 -0.645
O 1.53 0.16 -1.34 -0.108
O 0.24 -1.37 -0.41 -0.070
H 1.35 -5.37 -2.86 0.083
H 0.54 -3.65 -1.27 0.116
H 2.92 -0.69 -3.21 0.122
H 3.74 -2.40 -4.82 0.085
```

Summary:
2S+1: 2
Charge: -2
Frontier orbital gap (spin up / spin down): 0.1486 / 0.1484 Eh

# 3
The following is a quantum chemistry calculation of a structure of composition C29H18F5N2O3S4W, from the OMol25 dataset.

Structure (XYZ):
```
62
Properties=species:S:1:pos:R:3:lowdin_charge:R:1
W 0.90 1.26 -0.52 1.229
C -2.36 1.77 2.52 0.018
C -1.57 1.93 1.27 -0.184
N -0.33 1.50 1.24 -0.111
N 0.13 0.98 2.44 -0.047
C 1.41 0.92 2.53 -1.019
S 2.49 1.43 1.22 0.617
S 2.24 0.39 3.94 0.985
C 0.89 0.13 5.14 -0.378
C 0.41 -1.30 5.24 -0.293
C -0.34 -1.87 4.21 -0.049
C -0.78 -3.18 4.32 -0.072
C -0.48 -3.93 5.46 -0.079
C 0.26 -3.36 6.48 -0.072
C 0.71 -2.05 6.36 -0.044
C -2.15 2.60 0.12 -0.102
C -3.53 2.83 0.03 -0.004
C -4.05 3.57 -1.00 -0.044
C -3.21 4.15 -1.96 -0.030
C -1.85 3.94 -1.90 0.013
C -1.33 3.14 -0.88 -0.326
O 0.00 2.89 -0.88 -0.327
H -2.66 0.72 2.62 0.116
H -3.25 2.40 2.52 0.081
H -1.75 2.00 3.39 0.088
H 0.09 0.82 4.88 0.075
H 1.32 0.45 6.09 0.080
H -0.59 -1.30 3.33 0.083
H -1.37 -3.62 3.53 0.105
H -0.83 -4.95 5.54 0.106
H 0.50 -3.93 7.36 0.108
H 1.30 -1.61 7.16 0.114
H -4.20 2.40 0.76 0.118
H -5.12 3.73 -1.07 0.118
H -3.62 4.75 -2.75 0.121
H -1.17 4.36 -2.63 0.134
O -1.12 -1.64 0.60 0.170
C -0.36 -1.41 -0.28 -0.500
O 0.71 -0.58 -0.10 -0.289
C -0.36 -1.97 -1.66 -0.159
C -0.52 -3.33 -1.89 0.016
C -0.44 -3.82 -3.18 -0.032
C -0.24 -2.95 -4.25 -0.041
C -0.13 -1.59 -4.03 -0.092
C -0.17 -1.10 -2.74 -0.512
S -0.17 0.65 -2.49 0.861
H -0.68 -3.99 -1.05 0.134
H -0.53 -4.88 -3.36 0.118
H -0.18 -3.34 -5.26 0.120
H -0.02 -0.90 -4.87 0.116
F 3.53 -0.71 -6.70 0.158
C 3.37 -0.09 -5.54 -0.126
C 3.34 1.30 -5.49 -0.131
F 3.49 2.00 -6.60 0.151
C 3.16 1.93 -4.28 -0.232
F 3.13 3.26 -4.24 0.111
C 2.99 1.21 -3.10 -0.488
S 2.84 2.06 -1.56 0.698
C 3.02 -0.18 -3.18 -0.262
F 2.84 -0.91 -2.07 0.085
C 3.20 -0.83 -4.38 -0.147
F 3.21 -2.16 -4.43 0.143
```

Summary:
Charge: +1
Frontier orbital gap: 0.2149 Eh

The calculation returns the following electronic energy values, one per record and in order: -7426.3175, -4131.8243, -3610.1477 Eh.
The calculation returns the following ΔE to the lowest compared entry with this formula, charge and spin values, one per record and in order: 0.000, 3.266, 0.000 eV.
The calculation returns the following F_max values, one per record and in order: 0.05315, 0.05598, 0.02033 Eh/bohr.